(1)
{"formula": "C3H5ClO", "method": "the ωB97M-V functional and the def2-TZVPD basis", "species": ["C", "C", "Cl", "C", "O", "H", "H", "H", "H", "H"], "coordinates": [[-1.31207, 0.98979, -0.10263], [-0.63792, -0.09540, 0.02404], [-1.40875, -1.64157, 0.06655], [0.81883, -0.12623, 0.31321], [1.31311, -1.31937, -0.15630], [-0.73137, 1.91740, -0.16799], [-2.35126, 0.88806, -0.33600], [1.36905, 0.77289, -0.09585], [1.09552, -0.15524, 1.45841], [1.84487, -1.23033, -1.00344]], "forces_ev_per_a": [[-0.6, 1.9, -1.1], [1.0, -1.3, 1.2], [-0.3, -0.2, 0.0], [1.6, 0.8, 1.9], [2.5, -1.3, -2.4], [-0.7, -0.1, 0.1], [-0.5, 0.6, 0.1], [-0.8, -0.8, 0.3], [-1.1, 0.4, -1.9], [-1.2, 0.0, 1.7]], "lowdin_charge": [-0.030, -0.761, 0.702, -0.342, -0.139, 0.083, 0.059, 0.136, 0.158, 0.133], "spin_multiplicity": 1, "smiles": "C=C(Cl)CO", "gap_ev": 10.393}


(2)
{"formula": "C3H5ClO2", "method": "the ωB97M-V functional and the def2-TZVPD basis", "species": ["C", "C", "C", "O", "O", "Cl", "H", "H", "H", "H", "H"], "coordinates": [[0.66262, -0.95181, -0.44305], [-0.04777, 0.62470, -2.40849], [-0.40776, 0.14908, 1.27998], [0.39819, 0.17599, -1.19411], [0.25345, -0.95348, 0.83780], [-0.40107, 2.31712, -2.45341], [0.91684, -1.87313, -0.85698], [0.46156, 0.34575, -3.34643], [-1.02040, 0.49947, 0.44427], [0.34691, 0.89681, 1.34345], [-1.12305, 0.00956, 2.01981]], "forces_ev_per_a": [[-0.5, 2.9, -1.0], [0.6, -0.9, -0.1], [-0.5, 2.3, -2.8], [0.0, -0.8, 0.8], [0.7, -2.7, -0.6], [0.0, 0.0, 0.4], [0.3, -1.1, -0.8], [-0.1, -0.3, 0.8], [-0.2, 0.3, 0.1], [0.2, 1.2, 1.2], [-0.4, -0.7, 2.0]], "lowdin_charge": [-0.128, -0.591, -0.090, -0.151, -0.074, 0.584, 0.114, 0.059, 0.094, 0.099, 0.083], "spin_multiplicity": 1, "gap_ev": [8.805, 7.365]}


(3)
{"formula": "C3H5ClO2", "method": "the ωB97M-V functional and the def2-TZVPD basis", "species": ["C", "C", "O", "Cl", "C", "O", "H", "H", "H", "H", "H"], "coordinates": [[-0.74337, -0.41550, 0.08683], [0.63562, 0.07415, 0.44523], [0.58151, 1.03972, 1.36524], [1.68603, -1.35724, 1.07624], [1.57592, 0.52786, -0.81185], [2.34251, 1.42142, -0.56101], [-0.71551, -1.44625, -0.29572], [-0.90300, 0.25964, -0.81534], [-1.55696, -0.34592, 0.82960], [1.42372, 1.70302, 1.31104], [1.45137, -0.04372, -1.71437]], "forces_ev_per_a": [[0.0, 0.4, -2.0], [1.2, -0.3, -0.6], [2.2, 2.8, 0.5], [-0.1, 0.0, -0.1], [-0.8, 0.4, 3.4], [-0.3, -0.5, -1.0], [0.1, 0.4, 0.1], [-0.9, -0.8, 1.0], [0.8, 0.3, -0.2], [-2.5, -2.5, -0.3], [0.3, -0.2, -0.9]], "lowdin_charge": [-0.072, -0.880, -0.057, 0.565, -0.207, 0.056, 0.076, 0.105, 0.098, 0.193, 0.123], "spin_multiplicity": 1, "smiles": "C[C@@](O)(Cl)C=O", "gap_ev": 10.680}


(4)
{"formula": "C3H5ClO2S", "method": "the ωB97M-V functional and the def2-TZVPD basis", "species": ["C", "C", "C", "S", "O", "O", "Cl", "H", "H", "H", "H", "H"], "coordinates": [[-1.12085, 1.15750, -0.12336], [-1.14508, -0.34503, -0.17887], [-0.18663, -1.18925, 0.09745], [1.61956, -0.56443, 0.27582], [1.99701, -0.91879, 1.59580], [2.25488, -1.19184, -0.83042], [2.25927, 1.50742, -0.08525], [-1.29118, 1.63060, -1.12950], [-1.89614, 1.65000, 0.54172], [-0.08019, 1.34872, 0.17156], [-2.10327, -0.87368, -0.42729], [-0.30738, -2.21122, 0.09234]], "forces_ev_per_a": [[0.0, 0.3, -0.6], [-2.5, -0.1, -0.2], [1.6, 4.1, -0.2], [-0.4, -1.7, -0.6], [0.2, 0.6, 0.8], [0.2, -0.1, -0.6], [-0.8, -1.1, 0.5], [0.2, -0.6, 0.8], [1.1, -1.0, -0.5], [-0.9, 0.9, 0.1], [0.7, 0.7, 0.3], [0.6, -2.2, 0.0]], "lowdin_charge": [-0.104, -0.207, -0.106, 0.455, -0.332, -0.367, 0.293, 0.099, 0.105, -0.034, 0.127, 0.070], "spin_multiplicity": 1, "smiles": "C/C=C\\S(=O)(=O)Cl", "gap_ev": 9.522}


(5)
{"formula": "C3H5ClOS", "method": "the ωB97M-V functional and the def2-TZVPD basis", "species": ["C", "C", "C", "H", "H", "H", "H", "H", "O", "S", "Cl"], "coordinates": [[0.15618, 0.43876, 0.92048], [0.53045, -0.11021, -0.51907], [-0.57706, 0.27970, -1.60980], [0.09608, -1.67812, 2.51764], [-0.57182, 1.57612, 0.34043], [1.08783, 0.88271, 1.50343], [1.49160, 0.42806, -0.74870], [-1.01789, 1.24215, -1.43574], [-1.40436, -0.66399, -2.17426], [-0.92857, -0.58241, 1.99366], [1.13756, -1.81278, -0.78808]], "forces_ev_per_a": [[-0.4, 2.6, -1.8], [1.3, 0.7, -1.3], [-5.0, -7.9, -0.3], [-2.0, 2.6, -1.4], [2.0, -3.2, 2.7], [-2.1, -1.0, -1.5], [-1.1, 0.0, -0.1], [0.1, 1.1, -0.7], [5.8, 6.1, 3.1], [2.2, -1.6, 0.5], [-0.8, 0.8, 0.7]], "lowdin_charge": [-0.624, -0.738, -0.128, -0.007, 0.192, 0.095, 0.085, 0.073, -0.073, 0.571, 0.553], "spin_multiplicity": 1, "gap_ev": 9.110}


(6)
{"formula": "C3H5ClS", "method": "the ωB97M-V functional and the def2-TZVPD basis", "species": ["C", "C", "Cl", "C", "S", "H", "H", "H", "H", "H"], "coordinates": [[1.05005, -0.49950, 1.40677], [0.07249, 0.15858, 0.64882], [-1.49368, 0.47635, 1.27331], [0.34878, 0.72644, -0.75033], [0.78209, -0.73006, -1.76824], [0.89733, -0.59496, 2.48039], [1.96599, -0.69230, 1.01462], [1.31436, 1.41481, -0.67684], [-0.43104, 1.28701, -1.20032], [0.30459, -0.14466, -2.80370]], "forces_ev_per_a": [[-5.2, 2.9, -0.3], [3.0, -0.8, 1.2], [-0.2, 0.1, 0.2], [3.2, -0.2, 1.5], [0.2, -0.3, 0.9], [-0.2, -0.5, -0.4], [2.5, -0.5, -1.2], [-2.1, -1.3, -0.1], [-0.8, 0.3, -0.1], [-0.4, 0.4, -1.8]], "lowdin_charge": [-0.013, -0.843, 0.661, -0.570, 0.722, 0.060, 0.015, 0.117, 0.041, -0.191], "spin_multiplicity": 1, "smiles": "C=C(Cl)CS", "gap_ev": 9.903}


E, respectively: -17760.5517, -19804.3346, -19808.5956, -30642.1927, -28592.8105, -26548.3251 eV.